[1]
Here is C2F6InNO4S2 as an isolated structure at a distorted geometry from the OMol25 dataset. Energies are from ωB97M-V/def2-TZVPD.

## Properties
**Frontier orbital gap**: 8.18 eV
**HOMO energy**: -10.206 eV
**ΔE to the lowest compared entry with this formula, charge and spin**: 0.0 kcal per mole
**Total energy**: -54897.977 eV

ORCA input file:
```
! wB97M-V def2-TZVPD RIJCOSX def2/J DEFGRID3
* xyz 0 1
O -2.536 2.405 1.213
In -2.227 0.726 0.820
N 1.083 -0.511 -0.175
S 0.951 1.150 0.172
O 2.189 1.881 -0.237
C 1.148 0.963 2.026
F 2.276 0.352 2.342
F 0.123 0.281 2.515
F 1.154 2.181 2.553
S -0.192 -1.359 -0.498
O -1.454 -0.847 0.129
O 0.039 -2.782 -0.315
C -0.572 -1.149 -2.315
F -0.781 0.132 -2.575
F 0.451 -1.578 -3.030
F -1.651 -1.844 -2.624
*
```

Here are the Mulliken charges for atoms 1 to 6, given in e:
1. O -0.52
2. In 1.04
3. N -0.41
4. S 0.35
5. O -0.52
6. C 0.71

[2]
Here is C2FMgO2Rb as an isolated structure at a distorted geometry from the OMol25 dataset. Energies are from ωB97M-V/def2-TZVPD.

## Properties
**Frontier orbital gap (alpha / beta)**: 2.55 / 5.28 eV
**Expectation value of S²**: 0.76
**HOMO energy (alpha / beta)**: -8.755 / -11.424 eV
**Total energy**: -14975.373 eV

ORCA input file:
```
! wB97M-V def2-TZVPD RIJCOSX def2/J DEFGRID3
* xyz 1 2
Rb 1.788 -0.776 -2.743
Mg -2.269 -0.204 2.146
O -1.993 -0.554 0.168
C -0.868 -0.171 0.603
O 0.008 0.332 -0.241
C 1.166 0.898 0.523
F 2.169 0.475 -0.455
*
```

Here are the natural (NBO) charges for atoms 1 to 6, given in e:
1. Rb 0.99
2. Mg 1.56
3. O -0.86
4. C 0.32
5. O -0.61
6. C 0.14

[3]
Here is C2GdO4 as an isolated structure at a distorted geometry from the OMol25 dataset. Energies are from ωB97M-V/def2-TZVPD.

## Properties
**Frontier orbital gap (alpha / beta)**: 9.47 / 4.23 eV
**Expectation value of S²**: 16.21
**HOMO energy (alpha / beta)**: -25.992 / -25.144 eV
**ΔE to the lowest compared entry with this formula, charge and spin**: 7.4 kcal per mole
**Total energy**: -31054.656 eV

ORCA input file:
```
! wB97M-V def2-TZVPD RIJCOSX def2/J DEFGRID3
* xyz 3 8
O -1.156 1.157 1.775
C -0.955 1.700 2.753
O 0.601 -1.318 -0.806
O 2.371 0.103 -1.395
C 1.866 -0.811 -0.883
O 1.686 -1.407 0.270
Gd -1.643 0.045 -0.336
*
```

Here are the Mulliken charges for atoms 1 to 6, given in e:
1. O -0.16
2. C 0.34
3. O -0.33
4. O -0.02
5. C 0.85
6. O 0.04

[4]
Here is C2H10CdF6NO9S2 as an isolated structure at a distorted geometry from the OMol25 dataset. Energies are from ωB97M-V/def2-TZVPD.

## Properties
**Frontier orbital gap (alpha / beta)**: 3.61 / 10.69 eV
**Expectation value of S²**: 0.75
**HOMO energy (alpha / beta)**: -3.705 / -11.025 eV
**Total energy**: -64687.567 eV

ORCA input file:
```
! wB97M-V def2-TZVPD RIJCOSX def2/J DEFGRID3
* xyz 0 2
Cd -0.444 -1.105 0.485
C -1.839 2.005 -1.522
F -1.941 3.048 -2.310
F -1.845 2.444 -0.187
F -2.835 1.207 -1.535
S -0.083 1.270 -1.747
O -0.353 0.188 -2.715
O 0.730 2.341 -2.281
N 0.302 0.602 -0.144
S 1.346 1.771 0.307
O 0.895 3.190 0.224
O 1.795 1.365 1.612
C 2.971 1.605 -0.750
F 2.845 0.892 -1.911
F 3.455 2.818 -1.087
F 3.992 1.039 -0.096
O -2.385 -0.539 1.116
H -3.290 -0.846 1.066
H -2.258 -0.314 2.038
O -1.272 -1.937 -1.189
H -1.007 -1.610 -2.048
H -2.040 -2.480 -1.365
O -0.845 -3.026 1.267
H -0.315 -3.822 1.287
H -1.690 -3.290 1.631
O 1.599 -1.872 0.490
H 2.140 -2.019 1.266
H 2.211 -1.927 -0.244
O 0.017 -0.559 2.464
H -0.289 0.341 2.581
H 0.434 -0.781 3.296
*
```

Here are the natural (NBO) charges for atoms 1 to 6, given in e:
1. Cd 1.51
2. C 0.77
3. F -0.28
4. F -0.35
5. F -0.28
6. S 2.09

[5]
Here is C2H10ClMnNO2 as an isolated structure at a distorted geometry from the OMol25 dataset. Energies are from ωB97M-V/def2-TZVPD.

## Properties
**Frontier orbital gap (alpha / beta)**: 3.31 / 3.41 eV
**Expectation value of S²**: 8.76
**HOMO energy (alpha / beta)**: -14.969 / -14.975 eV
**ΔE to the lowest compared entry with this formula, charge and spin**: 10.5 kcal per mole
**Total energy**: -51644.307 eV

ORCA input file:
```
! wB97M-V def2-TZVPD RIJCOSX def2/J DEFGRID3
* xyz 2 6
Mn 3.899 -1.056 -2.624
N 1.651 -1.074 2.318
H 2.394 -1.591 2.765
H 1.308 -0.233 2.762
H 0.861 -1.702 2.365
H 1.933 -0.867 1.371
Cl 2.357 -0.283 -0.691
C -0.867 1.130 -1.190
C -1.547 -0.195 -0.882
O -2.578 -0.006 0.031
O -1.803 2.093 -1.721
H 0.003 0.994 -1.832
H -0.376 1.525 -0.300
H -0.889 -0.933 -0.425
H -1.923 -0.561 -1.838
H -2.183 0.255 0.866
H -2.241 2.504 -0.973
*
```

Here are the natural (NBO) charges for atoms 1 to 6, given in e:
1. Mn 1.74
2. N -0.86
3. H 0.46
4. H 0.46
5. H 0.46
6. H 0.45

[6]
Here is a 2-piece molecular cluster, C2H10I2Si3 overall at a distorted geometry from the OMol25 dataset. Energies are from ωB97M-V/def2-TZVPD.

## Properties
**Frontier orbital gap (alpha / beta)**: 6.82 / 6.81 eV
**HOMO energy (alpha / beta)**: -7.786 / -7.780 eV
**ΔE to the lowest compared entry with this formula, charge and spin**: 126.4 kcal per mole
**Total energy**: -42066.811 eV

ORCA input file:
```
! wB97M-V def2-TZVPD RIJCOSX def2/J DEFGRID3
* xyz 0 1
Si 1.422 -2.138 -0.197
C -0.401 -2.170 0.450
Si -1.396 -0.550 0.088
I -2.773 -1.057 -1.917
I -2.767 -0.013 2.053
H 1.994 -1.019 0.409
H 1.859 -3.364 0.606
H 1.386 -2.515 -1.664
H -0.287 -2.236 1.505
H -0.932 -3.217 0.041
H -0.607 0.397 -0.137
C -0.444 3.478 -0.013
Si 0.989 2.507 -0.359
H -0.265 4.580 0.096
H -1.313 3.119 0.295
H 2.160 2.411 0.381
H 1.376 1.785 -1.636
*
```

Here are the natural (NBO) charges for atoms 1 to 6, given in e:
1. Si 0.86
2. C -1.33
3. Si 1.07
4. I -0.20
5. I -0.18
6. H -0.17

[7]
Here is C2H10InO4 as an isolated structure at a distorted geometry from the OMol25 dataset. Energies are from ωB97M-V/def2-TZVPD.

## Properties
**Frontier orbital gap (alpha / beta)**: 11.25 / 4.60 eV
**Expectation value of S²**: 0.76
**HOMO energy (alpha / beta)**: -18.809 / -18.506 eV
**Total energy**: -15579.733 eV

ORCA input file:
```
! wB97M-V def2-TZVPD RIJCOSX def2/J DEFGRID3
* xyz 2 2
In -0.202 1.516 -1.572
O 2.335 0.171 -2.362
H 2.557 -0.747 -2.517
H 3.100 0.658 -2.666
O -2.831 0.140 -1.956
H -3.303 -0.403 -2.587
H -3.368 0.110 -1.164
C -0.528 0.040 1.886
C 0.878 -0.438 1.557
O 1.467 0.601 0.839
O -1.302 -0.011 0.755
H -0.521 1.046 2.305
H -0.932 -0.568 2.695
H 0.795 -1.290 0.883
H 1.497 -0.819 2.370
H 2.409 0.595 0.658
H -2.050 -0.599 0.877
*
```

Here are the natural (NBO) charges for atoms 1 to 6, given in e:
1. In 1.07
2. O -0.99
3. H 0.51
4. H 0.51
5. O -0.98
6. H 0.51

[8]
Here is a 2-piece molecular cluster, C2H10N2 overall at a distorted geometry from the OMol25 dataset. Energies are from ωB97M-V/def2-TZVPD.

## Properties
**Frontier orbital gap**: 10.21 eV
**HOMO energy**: -9.238 eV
**ΔE to the lowest compared entry with this formula, charge and spin**: 9.2 kcal per mole
**Total energy**: -5215.951 eV

ORCA input file:
```
! wB97M-V def2-TZVPD RIJCOSX def2/J DEFGRID3
* xyz 0 1
C 1.478 1.285 -0.440
C 0.917 0.062 -1.231
N -0.440 -0.376 -0.825
H 0.660 1.862 0.001
H 2.046 1.934 -1.082
H 2.059 0.927 0.460
H 1.648 -0.686 -0.966
H 0.930 0.225 -2.296
H -0.942 0.431 -0.473
H -0.291 -0.976 -0.031
N -1.748 -0.800 1.985
H -2.211 -0.798 2.888
H -2.131 -1.629 1.539
H -0.767 -1.048 2.031
*
```

Here are the natural (NBO) charges for atoms 1 to 6, given in e:
1. C -0.63
2. C -0.22
3. N -0.82
4. H 0.20
5. H 0.21
6. H 0.20